Entry 1:
{
  "formula": "C26H39FN10OP",
  "method": "ωB97M-V/def2-TZVPD",
  "total_charge": 1,
  "max_force_ev_per_a": 9.51,
  "total_energy_ha": -2077.34851,
  "elements": ["P", "F", "O", "N", "N", "N", "N", "N", "N", "N", "N", "N", "N", "C", "C", "C", "C", "C", "C", "C", "C", "C", "C", "C", "C", "C", "C", "C", "C", "C", "C", "C", "C", "C", "C", "C", "C", "C", "C", "H", "H", "H", "H", "H", "H", "H", "H", "H", "H", "H", "H", "H", "H", "H", "H", "H", "H", "H", "H", "H", "H", "H", "H", "H", "H", "H", "H", "H", "H", "H", "H", "H", "H", "H", "H", "H", "H", "H"],
  "positions_angstrom": [[0.8257, 2.1594, 3.1964], [3.4483, 0.5154, 4.6053], [1.0354, 3.2841, 4.5154], [-4.0778, 1.8566, 3.3309], [0.3114, -2.6569, -1.3057], [-2.1736, -6.8363, 0.5212], [-2.2266, 3.7616, 2.6062], [1.6353, -3.1828, -11.0417], [2.9103, 2.3832, 1.1171], [1.9684, 3.0516, 0.3032], [0.0393, 6.4027, 6.0294], [-0.3759, -1.7898, -6.3330], [-4.7919, -2.5863, -0.3551], [-3.1318, 2.6340, 4.8045], [-5.6498, 0.7181, 1.5668], [-4.7717, 1.3540, 2.5522], [1.5881, 2.0658, -0.5855], [0.1481, 6.8520, 4.9697], [0.2853, 7.4242, 3.6244], [0.0793, 0.5544, 3.8772], [6.3655, 0.0765, 3.4778], [-0.4449, 0.5432, -7.5289], [-4.0670, -3.4429, -0.6258], [-3.1444, -4.5308, -0.9706], [0.4233, -2.1926, -2.3582], [3.7378, 1.0776, 3.2835], [-2.6262, 3.2654, 3.5741], [4.2603, 2.2386, 0.4929], [2.0655, 2.0114, -2.1311], [5.4654, 1.5061, 1.2138], [0.6329, 0.8210, -0.0899], [0.7253, -4.3309, -8.8670], [5.2025, 0.8799, 2.6461], [2.5863, 1.8672, 2.4725], [0.5650, -1.6065, -3.6975], [1.2348, -3.6881, -10.0846], [-3.0854, -7.9938, 2.6905], [-2.5750, -7.3460, 1.4762], [-0.4060, -0.7625, -6.8592], [-0.1857, -0.8331, -3.8809], [0.4515, -2.3591, -4.4805], [0.5004, 0.7665, -8.0314], [-0.4664, 8.1956, 3.4361], [0.8358, -5.4181, -8.9083], [-0.5423, 0.0763, 3.0071], [-0.3364, -4.1190, -8.7131], [-0.6349, 1.3542, -6.8202], [-2.5600, -7.6458, 3.5841], [1.6260, 1.0418, -2.6219], [-2.5898, 2.9961, 5.6918], [1.7026, 2.8950, -2.7769], [-0.1530, 1.1437, 0.6907], [0.5335, 4.1277, 4.3005], [-1.2322, 0.5839, -8.2867], [-3.0843, -5.2801, -0.1738], [1.2566, -3.9851, -7.9760], [-2.1300, -4.1600, -1.1434], [0.1691, 6.6621, 2.8484], [0.8429, -0.2109, 4.2819], [-3.0182, 1.5492, 4.7810], [-0.7009, 0.7365, 4.7317], [-5.6118, 1.2331, 0.6028], [-4.1493, -7.7890, 2.8395], [-6.6935, 0.7187, 1.8933], [-2.9674, -9.0801, 2.6474], [1.5470, -1.1437, -3.8334], [-3.4592, -5.0501, -1.8803], [3.2240, 1.8575, -2.1611], [6.4757, 1.4695, 0.6531], [6.2032, 0.3821, 4.5920], [6.2010, -1.0709, 3.3455], [7.3680, 0.4506, 3.0482], [1.2664, 7.8858, 3.4811], [-5.3658, -0.3234, 1.3890], [0.0359, 0.4130, -1.0045], [-4.1902, 2.8468, 4.9665], [4.4520, 2.6977, -0.5628], [1.3880, 0.0271, 0.3300]],
  "lowdin_charge": [0.91, -0.03, -0.34, 0.05, 0.13, 0.14, 0.12, 0.12, -0.15, 0.03, 0.14, 0.14, 0.11, -0.21, -0.04, -0.08, -0.20, -0.28, -0.07, -0.27, -0.06, -0.05, -0.27, -0.09, -0.27, -0.02, -0.34, 0.05, -0.02, 0.04, -0.04, -0.09, -0.09, -0.15, -0.11, -0.28, -0.06, -0.22, -0.22, 0.07, 0.04, 0.09, 0.09, 0.08, 0.06, 0.08, 0.08, 0.08, 0.07, 0.08, 0.11, 0.06, 0.03, 0.09, 0.01, 0.07, 0.06, 0.08, 0.05, 0.07, 0.07, 0.09, 0.09, 0.09, 0.09, 0.08, 0.09, 0.09, 0.12, 0.10, 0.11, 0.09, 0.08, 0.06, 0.08, 0.10, 0.13, 0.11]
}

---

Entry 2:
{
  "formula": "C46H78Cl11F24NO14",
  "method": "ωB97M-V/def2-TZVPD",
  "total_charge": 1,
  "max_force_ev_per_a": 4.24,
  "total_energy_ha": -10365.76875,
  "multiplicity": 2,
  "elements": ["Cl", "Cl", "Cl", "Cl", "Cl", "Cl", "Cl", "Cl", "Cl", "Cl", "Cl", "F", "F", "F", "F", "F", "F", "F", "F", "F", "F", "F", "F", "F", "F", "F", "F", "F", "F", "F", "F", "F", "F", "F", "F", "O", "O", "O", "O", "O", "O", "O", "O", "O", "O", "O", "O", "O", "O", "N", "C", "C", "C", "C", "C", "C", "C", "C", "C", "C", "C", "C", "C", "C", "C", "C", "C", "C", "C", "C", "C", "C", "C", "C", "C", "C", "C", "C", "C", "C", "C", "C", "C", "C", "C", "C", "C", "C", "C", "C", "C", "C", "C", "C", "C", "C", "H", "H", "H", "H", "H", "H", "H", "H", "H", "H", "H", "H", "H", "H", "H", "H", "H", "H", "H", "H", "H", "H", "H", "H", "H", "H", "H", "H", "H", "H", "H", "H", "H", "H", "H", "H", "H", "H", "H", "H", "H", "H", "H", "H", "H", "H", "H", "H", "H", "H", "H", "H", "H", "H", "H", "H", "H", "H", "H", "H", "H", "H", "H", "H", "H", "H", "H", "H", "H", "H", "H", "H", "H", "H", "H", "H", "H", "H"],
  "positions_angstrom": [[-4.4691, 5.1191, 2.3861], [7.3120, -2.3950, -0.1275], [4.5947, -2.8459, 0.8962], [-0.8827, -6.7995, 1.5390], [3.5977, -1.1770, 3.7880], [-5.6492, 3.4255, 0.2235], [-0.0749, -9.3419, 0.3099], [-3.3792, 4.0723, -2.2098], [-2.8725, 4.2328, -5.1337], [3.8184, 2.5249, 1.4209], [4.0527, -0.5028, 6.6691], [4.8702, 4.7859, 6.0659], [-5.0895, 0.6115, 0.2003], [2.3486, 5.3802, 7.2531], [-4.8273, 0.8687, -2.6378], [4.7067, 4.0176, -3.1621], [-1.0039, 6.4160, 4.7880], [4.8742, 2.0219, -5.2400], [3.7268, 6.4260, 5.1952], [2.8363, 2.9205, -3.5383], [-3.6790, -3.9540, -5.5885], [-1.2911, 4.4857, 4.0770], [-3.5165, 5.3273, 5.7219], [-3.0007, -0.0984, 0.3575], [-2.4333, 3.6756, 6.6098], [0.4779, 4.6722, -2.6398], [0.7315, 6.6233, -1.9513], [-2.6763, 0.6870, -2.4052], [-5.9784, -1.6127, -4.2018], [-1.0140, 6.5759, -4.2541], [2.4916, 3.3815, 6.5181], [-4.0805, -1.9829, -6.4063], [0.8693, 7.3541, -4.9029], [-5.1892, -3.4226, -3.3387], [3.5259, 3.1379, -6.3857], [0.1313, 0.3045, 3.1927], [3.5011, 3.0731, 0.1338], [-0.1837, -2.2923, 1.0715], [-1.4396, -4.5362, -2.1572], [-1.0904, 2.1411, 0.3704], [4.9609, 3.2344, 2.0648], [0.0462, 4.6371, 5.8045], [-3.0257, -3.6372, 5.6012], [0.3857, 0.0182, -3.8679], [4.1842, 1.1529, 1.3327], [2.9017, -1.2945, -2.6733], [2.8588, 4.9187, -4.3111], [2.6306, 2.5561, 2.2329], [-3.9280, -1.1421, -2.1322], [1.1467, 0.2188, 0.6021], [-1.1768, 5.1671, 5.1917], [-3.8650, 0.2787, -1.9649], [-1.5586, 3.4603, 0.6745], [-1.7252, -4.2058, 5.4017], [0.0398, -1.2613, -4.4436], [1.3035, 4.9425, 5.2043], [0.2800, 6.2936, -4.3151], [-2.3199, 4.9733, 6.1547], [0.4305, 0.6741, -0.7063], [-0.5561, -0.5571, 5.2999], [-0.1725, 0.8818, 5.4603], [-1.1341, 0.4049, -5.5841], [6.1774, -1.9014, 1.0983], [-4.8863, -2.3941, -4.1465], [-2.6535, -5.3887, -2.2227], [-3.7948, -3.8431, 4.4345], [-0.0710, -8.3241, 1.8060], [-5.9218, 4.7402, 1.4437], [5.2762, -1.0651, -2.4427], [-0.9958, -3.4136, 0.8224], [-4.5273, -2.9099, -5.5640], [4.3615, 3.2398, -5.3642], [-0.1220, -0.9222, 3.8979], [4.9777, -2.5120, -2.8213], [-0.5168, -0.9309, -5.8272], [-0.0920, 1.0627, -4.7003], [3.7276, 3.7766, -4.0697], [-3.6502, -1.7101, -3.4527], [3.9933, -0.4328, -3.0696], [-2.1131, -6.8321, -2.0505], [2.4573, 5.6752, -3.1631], [-0.0180, 2.1413, -0.5401], [1.8539, -1.0915, 0.5862], [-3.9629, 3.6050, -3.8560], [-0.2962, 1.4299, 3.9616], [0.9408, -2.2396, 0.1792], [-3.8733, 0.6105, -0.3930], [2.4967, 4.6491, 6.1442], [3.7383, 5.1099, 5.4081], [-0.3687, -5.2493, -2.7377], [3.4379, -2.6056, -2.7055], [-1.9039, -5.3311, 4.4748], [4.0107, 0.1239, 4.9465], [0.9499, 5.8380, -2.9987], [-0.6056, -6.6677, -2.2139], [-3.3307, -5.1981, 3.9416], [-1.1978, -5.2797, 3.6461], [5.0308, 0.4456, 4.7366], [3.9030, 4.6400, 4.4385], [-1.7390, 4.1599, -0.1417], [-0.2477, -7.4744, -2.8537], [0.3772, 5.4812, -5.0354], [-1.6768, -3.2556, -0.0139], [3.2589, -3.2292, -1.8296], [-3.3006, -0.8736, -4.0578], [-2.0883, 5.5754, 7.0333], [1.5450, -3.1459, 0.2199], [-1.7242, -6.2252, 5.0717], [-4.9470, 4.0522, -3.9968], [5.1578, -0.9228, -1.3685], [1.8223, 0.9233, 0.8615], [-0.4616, 1.7734, -3.9611], [-0.3374, 2.5021, -1.5178], [0.8028, -1.4924, 3.9848], [0.9262, -8.0433, 2.1449], [1.4306, 4.3428, 4.3031], [-3.3365, -5.1316, -1.4130], [6.2190, -0.7114, -2.8601], [-0.1652, -1.2447, 6.0499], [2.8994, 5.2864, -2.2457], [-3.3824, -5.3644, 2.8656], [6.0659, -0.8184, 1.0472], [-0.7231, -1.6806, -3.7876], [-2.4686, 3.3764, 1.2686], [-0.4991, -8.9194, 2.6126], [-3.9257, -5.9473, 4.4638], [5.2608, -2.7256, -3.8520], [0.1984, 2.3710, 3.7208], [-0.4497, -4.3554, 0.7688], [4.1332, -0.3009, -4.1425], [-3.5298, 1.6106, -0.1282], [-0.7589, 3.9009, 1.2699], [-0.1973, -6.7618, -1.2076], [-2.5234, -7.5174, -2.7922], [-1.2508, -4.5196, 6.3314], [-6.1839, 5.6653, 0.9303], [0.2340, -0.8341, -6.6114], [3.7727, 0.5119, -2.5726], [-1.3130, -1.5829, -6.1866], [1.1312, 0.5010, -1.5231], [-2.3506, -7.1963, -1.0510], [-4.0117, 2.5261, -4.0027], [6.5455, -2.2333, 2.0691], [-2.1242, 0.4003, -5.1281], [0.8440, 0.9557, 5.8467], [3.4400, 1.0308, 4.7468], [2.7002, -1.0048, -0.0952], [-5.4173, -3.2423, -6.0982], [-3.6948, -3.0400, 3.7043], [-1.6299, -0.6660, 5.4526], [0.6318, -2.1530, -0.8624], [-1.6036, -3.5575, 1.7157], [0.6346, -4.8689, -2.5456], [0.6927, 1.4605, -5.3437], [5.1842, 3.8790, -5.6846], [-4.8755, -3.8117, 4.5735], [-0.4458, 0.0460, -0.8669], [1.3093, 6.0041, 4.9569], [0.8488, 2.6979, -0.1839], [-1.1015, -3.4384, 4.9432], [0.9323, -1.8858, -4.4032], [-0.4356, -5.1413, -3.8203], [-2.8750, -2.4760, -3.4755], [3.1099, -3.0582, -3.6413], [-3.1425, -5.3121, -3.1938], [-6.7906, 4.5453, 2.0723], [-1.3338, 0.9784, -6.4893], [-0.8782, -1.5738, 3.4600], [0.4945, 0.1845, 1.3725], [2.2747, -1.3263, 1.5639], [5.4865, -3.2262, -2.1739], [-1.3610, 1.6059, 3.8089], [-0.7826, 1.4555, 6.1579], [2.9362, 6.6265, -3.3951]],
  "mulliken_spin": [0.00, 0.00, 0.00, 0.00, 0.00, 0.00, 0.00, 0.00, 0.00, 0.00, 0.00, 0.00, 0.00, 0.00, 0.00, 0.00, 0.00, 0.00, 0.00, 0.00, 0.00, 0.00, 0.00, 0.00, 0.00, 0.00, 0.00, 0.00, 0.00, 0.00, 0.00, 0.00, 0.00, 0.00, 0.00, 0.65, 0.00, 0.01, 0.00, 0.00, 0.00, 0.00, 0.00, 0.00, 0.00, 0.00, 0.00, 0.00, 0.00, 0.00, 0.00, 0.00, 0.00, 0.00, 0.00, 0.00, 0.00, 0.00, 0.00, 0.00, 0.06, 0.00, 0.00, 0.00, 0.00, 0.00, 0.00, 0.00, 0.00, 0.00, 0.00, 0.00, 0.01, 0.00, 0.00, 0.00, 0.00, 0.00, 0.00, 0.00, 0.00, 0.00, 0.00, 0.00, -0.05, 0.00, 0.00, 0.00, 0.00, 0.00, 0.00, 0.00, 0.00, 0.00, 0.00, 0.00, 0.00, 0.00, 0.00, 0.00, 0.00, 0.00, 0.00, 0.00, 0.00, 0.00, 0.00, 0.00, 0.00, 0.00, 0.00, 0.00, 0.00, 0.08, 0.00, 0.00, 0.00, 0.00, 0.00, 0.00, 0.00, 0.00, 0.00, 0.00, 0.00, 0.00, 0.00, 0.03, 0.00, 0.00, 0.00, 0.00, 0.00, 0.00, 0.00, 0.00, 0.00, 0.00, 0.00, 0.00, 0.00, 0.00, 0.00, 0.00, 0.01, 0.00, 0.00, 0.00, 0.00, 0.01, 0.00, 0.00, 0.00, 0.00, 0.00, 0.00, 0.00, 0.00, 0.00, 0.00, 0.00, 0.00, 0.00, 0.00, 0.00, 0.00, 0.00, 0.05, 0.01, 0.00, 0.00, 0.11, 0.00, 0.00]
}

---

Entry 3:
{
  "formula": "C17H27N3NdO9",
  "method": "ωB97M-V/def2-TZVPD",
  "total_charge": 1,
  "max_force_ev_per_a": 1.42,
  "total_energy_ha": -2066.79514,
  "multiplicity": 4,
  "e_above_lowest_ev": 0.000,
  "elements": ["Nd", "O", "O", "O", "O", "O", "O", "O", "O", "O", "N", "N", "N", "C", "C", "C", "C", "C", "C", "C", "C", "C", "C", "C", "C", "C", "C", "C", "C", "C", "H", "H", "H", "H", "H", "H", "H", "H", "H", "H", "H", "H", "H", "H", "H", "H", "H", "H", "H", "H", "H", "H", "H", "H", "H", "H", "H"],
  "positions_angstrom": [[0.4550, -0.1651, -0.1749], [-0.0992, -0.8133, 2.3672], [0.1668, -0.1237, -7.0154], [-0.0573, 1.8386, -5.9852], [0.3450, 1.5814, -1.5290], [-0.2193, 2.5470, -3.4666], [-2.0595, 0.7205, 0.1006], [-0.0089, 1.7458, 1.4588], [-1.6547, -1.8739, 0.3518], [2.4995, 0.7076, 0.7367], [-0.0916, -0.9301, -2.5909], [-0.0215, -1.5401, -4.6850], [4.6700, 0.4903, 0.2043], [3.4854, -0.0303, 0.5161], [-1.9804, -2.1987, 1.7006], [-0.0053, -0.1709, -4.6994], [-0.6333, 0.1970, 3.2209], [-2.7667, -1.4790, -0.4489], [-2.3258, 1.9713, 0.7310], [0.0602, 1.5002, 2.8572], [-0.1091, -3.3936, -2.9954], [-0.0441, 0.2017, -3.3852], [0.0486, 0.5356, -6.0120], [0.0270, 1.5673, -2.7681], [-3.2242, -0.0663, -0.0969], [3.3572, -1.5250, 0.5932], [-0.9918, 2.6636, 0.9820], [-0.0664, -1.9668, -3.4104], [-0.7004, -2.0979, 2.5124], [2.1794, -2.0000, -0.3111], [-2.3734, -3.2172, 1.7518], [-0.5939, 3.0389, 0.0427], [1.1201, 1.4189, 3.1009], [1.9628, -3.0327, -0.0141], [-2.8659, 1.7929, 1.6684], [-0.1731, 2.1921, -5.0591], [-3.8368, 0.3362, -0.9081], [-2.4079, -1.5095, -1.4766], [-0.4266, -0.0501, 4.2657], [-2.7386, -1.5128, 2.0881], [0.7424, -3.9403, -3.4010], [0.0290, -2.0888, -5.5322], [-0.9008, -2.3186, 3.5628], [-1.0215, -3.8719, -3.3549], [-3.5955, -2.1814, -0.3357], [2.5927, -2.0919, -1.3266], [-2.9472, 2.6031, 0.0909], [4.3105, -2.0013, 0.3481], [-3.8291, -0.0592, 0.8164], [-1.1254, 3.4911, 1.6805], [-0.0764, -3.4490, -1.9098], [3.1280, -1.7555, 1.6374], [-0.3746, 2.3251, 3.4242], [5.4614, -0.0917, -0.0019], [0.0253, -2.8144, 2.1256], [-1.7167, 0.2759, 3.0849], [4.7717, 1.4897, 0.1252]],
  "mulliken_spin": [3.03, 0.00, 0.00, 0.00, -0.01, 0.00, 0.00, 0.00, 0.00, 0.00, 0.00, 0.00, 0.00, 0.00, 0.00, 0.00, 0.00, 0.00, 0.00, 0.00, 0.00, 0.00, 0.00, -0.01, 0.00, 0.00, 0.00, 0.00, 0.00, -0.02, 0.00, 0.00, 0.00, 0.00, 0.00, 0.00, 0.00, 0.00, 0.00, 0.00, 0.00, 0.00, 0.00, 0.00, 0.00, 0.00, 0.00, 0.00, 0.00, 0.00, 0.00, 0.00, 0.00, 0.00, 0.00, 0.00, 0.00]
}

---

Entry 4:
{
  "formula": "C18H25NO3",
  "method": "ωB97M-V/def2-TZVPD",
  "max_force_ev_per_a": 0.54,
  "total_energy_ha": -981.41293,
  "smiles": "CCCCCCCCOc1ccc([C@@H]2CC(=O)NC2=O)cc1",
  "e_above_lowest_ev": 0.819,
  "elements": ["O", "O", "O", "N", "C", "C", "C", "C", "C", "C", "C", "C", "C", "C", "C", "C", "C", "C", "C", "C", "C", "C", "H", "H", "H", "H", "H", "H", "H", "H", "H", "H", "H", "H", "H", "H", "H", "H", "H", "H", "H", "H", "H", "H", "H", "H", "H"],
  "positions_angstrom": [[-0.8289, 1.2791, 0.7904], [6.7319, -0.6664, 1.7285], [4.8654, 0.7033, -2.1767], [5.9687, 0.2370, -0.2286], [1.6321, -0.7436, -1.0492], [-7.1947, -0.7637, -0.8117], [5.9713, -0.6802, 0.8011], [4.1012, -1.0857, -0.6819], [-3.1171, 1.8941, 0.7415], [-8.4101, -2.6365, 0.3635], [-4.4368, 1.8832, -0.0275], [-6.5006, 0.5939, -0.6982], [-2.0266, 1.0670, 0.0676], [0.4104, -0.1806, -0.7208], [0.3085, 0.6701, 0.3748], [2.7678, -0.4832, -0.3009], [4.8690, -1.6747, 0.5034], [-7.6194, -1.3451, 0.5353], [1.4544, 0.9397, 1.1274], [4.9865, 0.0518, -1.1778], [2.6639, 0.3747, 0.7910], [-5.1280, 0.5205, -0.0312], [-6.5295, -1.4690, -1.3158], [-4.2591, 2.2041, -1.0567], [3.9493, -1.8059, -1.4880], [-8.2328, -0.6126, 1.0651], [-1.9015, 1.3910, -0.9751], [-7.1395, 1.2784, -0.1353], [-8.0844, -0.6481, -1.4358], [-5.1074, 2.6123, 0.4327], [-2.2850, 0.0003, 0.0786], [-3.2706, 1.5157, 1.7534], [-6.3782, 1.0090, -1.7018], [-4.5139, -0.2061, -0.5663], [3.5359, 0.6059, 1.3858], [-5.2363, 0.1768, 0.9985], [-0.4502, -0.4111, -1.3283], [5.3314, -2.6319, 0.2562], [1.6933, -1.3970, -1.9071], [4.2448, -1.8270, 1.3835], [1.3667, 1.6044, 1.9720], [-6.7379, -1.5465, 1.1461], [-7.8118, -3.3841, -0.1530], [6.6479, 0.9837, -0.2911], [-2.7515, 2.9194, 0.8230], [-9.3112, -2.4586, -0.2196], [-8.7018, -3.0393, 1.3308]],
  "lowdin_charge": [-0.04, 0.10, 0.12, 0.20, -0.02, -0.23, -0.46, -0.17, -0.17, -0.12, -0.21, -0.22, -0.21, -0.01, -0.27, -0.20, -0.03, -0.28, 0.01, -0.42, -0.02, -0.22, 0.11, 0.11, 0.15, 0.11, 0.14, 0.11, 0.11, 0.11, 0.13, 0.12, 0.11, 0.11, 0.12, 0.11, 0.10, 0.13, 0.12, 0.13, 0.12, 0.10, 0.07, 0.17, 0.12, 0.07, 0.07]
}